{"formula": "C24H33N4O2S3Sc", "method": "ωB97M-V/def2-TZVPD", "homo_lumo_gap_ha": 0.2936, "total_charge": 2, "de_lowest_kcal_mol": 25.0, "e_homo_ha": -0.4866, "total_energy_ev": -88677.441, "species": ["Sc", "C", "C", "S", "C", "C", "S", "C", "C", "S", "H", "H", "H", "H", "H", "H", "H", "H", "H", "H", "H", "H", "O", "C", "C", "C", "C", "C", "C", "C", "N", "C", "C", "N", "H", "H", "H", "H", "H", "H", "H", "C", "N", "C", "C", "O", "H", "H", "H", "H", "H", "H", "H", "C", "C", "C", "C", "N", "C", "C", "H", "H", "H", "H", "H", "H", "H"], "positions_angstrom": [[0.03515, 0.08246, -0.85835], [0.23308, 3.23102, 3.46695], [-0.59970, 2.64946, 2.32790], [0.09956, 1.07636, 1.75144], [-1.15152, -0.15851, 2.19910], [-1.04819, -0.68990, 3.62376], [0.58686, -1.36822, 3.99105], [1.22544, -0.26527, 5.27899], [1.58945, 1.16584, 4.90179], [0.16560, 2.30198, 5.00844], [-0.15391, 4.22556, 3.69721], [1.27072, 3.37141, 3.16204], [-0.64941, 3.34644, 1.49190], [-1.62316, 2.46008, 2.65416], [-1.01600, -1.00100, 1.50598], [-2.14215, 0.25157, 1.98869], [-1.79648, -1.47531, 3.74390], [-1.27447, 0.09666, 4.34020], [2.12273, -0.78476, 5.62206], [0.53086, -0.28677, 6.12048], [2.00865, 1.20442, 3.89724], [2.34954, 1.52233, 5.59669], [-0.77684, -1.50052, -1.41608], [-0.17379, -2.39491, -2.24851], [-0.30247, -3.75222, -1.98083], [0.31202, -4.67970, -2.80493], [1.06699, -4.26442, -3.89743], [1.18869, -2.91536, -4.16713], [0.56593, -1.95854, -3.35841], [0.68977, -0.53583, -3.70436], [0.66123, 0.50739, -2.87045], [0.82766, 1.64543, -3.64341], [0.95962, 1.28446, -4.93983], [0.86725, -0.08879, -4.95851], [-0.91253, -4.06294, -1.14340], [0.19713, -5.73472, -2.59632], [1.55788, -4.98994, -4.52908], [1.79670, -2.59985, -5.00539], [0.84867, 2.63308, -3.21745], [1.10594, 1.86221, -5.83376], [0.87978, -0.67288, -5.77950], [2.94674, -3.66653, 1.89523], [2.87723, -2.39910, 1.14872], [4.06805, -1.55850, 1.02215], [1.73521, -2.00346, 0.67006], [1.58595, -0.90901, 0.04713], [3.91731, -3.71972, 2.37793], [2.84272, -4.50867, 1.21462], [2.17201, -3.68463, 2.65851], [4.94401, -2.19589, 1.09358], [4.08157, -0.81975, 1.82334], [4.05872, -1.05490, 0.06012], [0.88436, -2.67381, 0.81357], [-4.96055, 4.12123, -2.04236], [-3.83660, 3.19655, -1.69736], [-2.57715, 3.69316, -1.35569], [-1.56329, 2.81649, -1.04552], [-1.72282, 1.48138, -1.05281], [-2.92477, 0.99616, -1.40246], [-3.99171, 1.81493, -1.71796], [-5.05284, 4.91349, -1.30012], [-5.90845, 3.59296, -2.10711], [-4.76635, 4.59781, -3.00479], [-2.38992, 4.75774, -1.32861], [-0.57911, 3.18767, -0.77662], [-3.02228, -0.08286, -1.42674], [-4.94028, 1.36945, -1.98363]], "forces_ev_per_a": [[0.1, 0.7, 0.5], [0.0, 0.1, -0.1], [-0.2, 0.0, 0.1], [0.2, 0.0, -0.2], [-0.1, -0.2, -0.1], [-0.1, 0.1, 0.0], [0.0, 0.0, 0.0], [0.0, -0.1, 0.2], [0.1, -0.1, -0.1], [-0.1, -0.1, 0.1], [0.0, 0.0, 0.0], [0.0, 0.0, 0.0], [0.1, 0.0, 0.0], [0.0, 0.0, 0.0], [0.0, 0.1, 0.0], [0.0, 0.0, 0.1], [0.1, 0.0, 0.0], [0.0, 0.0, 0.0], [0.0, 0.0, 0.0], [0.0, 0.0, 0.0], [0.0, 0.0, 0.0], [0.0, 0.0, 0.0], [-0.2, -0.4, -0.3], [-0.2, 0.2, 0.3], [0.1, -0.1, -0.2], [0.0, 0.0, 0.0], [0.0, 0.0, 0.0], [0.0, -0.1, 0.0], [0.1, 0.0, -0.1], [0.0, -0.3, 0.0], [0.1, -0.1, -0.1], [0.0, 0.1, 0.0], [0.0, 0.0, 0.0], [0.0, 0.0, 0.1], [0.0, 0.0, 0.0], [0.0, 0.0, 0.0], [0.0, 0.0, 0.0], [0.0, 0.0, 0.0], [0.0, 0.0, 0.0], [0.0, 0.0, 0.0], [0.0, 0.0, 0.0], [0.1, 0.1, 0.0], [-0.1, -0.1, 0.0], [0.0, -0.1, 0.0], [0.1, 0.1, -0.1], [0.0, -0.1, 0.1], [0.0, 0.0, 0.0], [0.0, 0.0, 0.0], [0.0, -0.1, 0.0], [0.0, 0.0, 0.0], [0.0, 0.0, 0.0], [0.0, 0.0, 0.0], [0.0, 0.0, 0.0], [0.0, 0.0, 0.0], [-0.1, 0.1, 0.0], [0.1, -0.1, 0.0], [-0.1, 0.0, 0.0], [0.0, -0.1, -0.2], [-0.1, 0.1, 0.0], [0.1, -0.1, 0.0], [0.0, 0.0, 0.0], [0.0, 0.0, 0.0], [0.0, 0.0, 0.0], [0.0, 0.0, 0.0], [0.0, 0.0, 0.0], [0.0, 0.0, 0.0], [0.0, 0.0, 0.0]]}